The following is a quantum chemistry calculation of a structure of composition C2H2FN3 at a distorted geometry, from the Open Molecules 2025 dataset.

Each line ends with the Löwdin charge.
Atoms and positions in Å:
C  0.86  -1.19  -0.18  -0.114
C  0.45  0.76  -0.32  0.098
N  1.37  -0.02  -0.70  0.149
N  -0.39  -0.99  0.36  0.102
N  -0.63  0.27  0.21  0.036
F  -1.69  2.52  0.46  -0.491
H  1.47  -2.13  -0.26  0.139
H  -1.44  0.77  0.43  0.081

As for the charge: 0. The total energy is -9286.98737 eV. The calculation puts the orbital gap (alpha / beta) at 5.8 / 5.8 eV. The maximum force is 4.16 eV/A. The relative energy (zero: lowest compared OMol25 entry of this formula, charge and spin) is 148.3 kcal per mole. The HOMO energy (alpha / beta) is -10.6 / -10.6 eV.


The following is a quantum chemistry calculation of a cluster of 2 separate species, C2HClNO5 in total at a distorted geometry, from the Open Molecules 2025 dataset.

Each line ends with the Löwdin charge.
Atoms and positions in Å:
C  -1.87  0.64  -0.61  -0.458
C  -0.92  -0.09  0.15  -0.579
N  2.08  -0.21  0.07  -0.615
O  -2.40  1.25  -1.47  0.142
O  1.79  0.59  1.05  -0.118
O  -2.09  0.53  0.75  0.014
O  3.05  -0.91  0.13  -0.012
O  1.33  -0.28  -0.92  -0.091
Cl  -1.09  -1.85  0.41  0.629
H  0.13  0.33  0.45  0.088

As for the charge: -1. The total energy is -26336.92966 eV. The calculation puts the orbital gap at 8.8 eV. The maximum force is 2.31 eV/A. The relative energy (zero: lowest compared OMol25 entry of this formula, charge and spin) is 8.9 kcal per mole. The HOMO energy is -5.3 eV.


The following is a quantum chemistry calculation of a structure of composition C5H14N3 at a distorted geometry, from the Open Molecules 2025 dataset.

Each line ends with the Löwdin charge.
Atoms and positions in Å:
C  -0.89  -1.56  -0.97  -0.427
C  -1.76  -2.38  -1.83  -0.009
C  1.01  -1.55  0.93  -0.104
C  -0.37  -2.02  0.41  -0.162
C  0.41  0.68  -0.38  -0.061
N  -0.79  -0.35  -1.26  0.159
N  0.04  1.70  0.26  0.073
N  1.10  4.00  0.91  0.155
H  -2.30  -1.59  -2.47  0.122
H  -2.52  -2.76  -1.08  0.118
H  -1.19  -3.13  -2.21  0.055
H  1.78  -1.29  0.12  0.095
H  1.52  -2.28  1.40  0.025
H  0.94  -0.68  1.71  0.112
H  -1.19  -1.58  1.14  0.165
H  -0.45  -3.03  0.43  0.069
H  1.44  0.54  -0.74  0.114
H  0.38  2.94  0.51  0.101
H  -0.96  1.91  0.37  0.117
H  0.98  4.60  0.13  0.092
H  0.79  4.16  1.83  0.093
H  2.04  3.68  0.80  0.099

As for the charge: +1. The total energy is -9872.43897 eV. The calculation puts the orbital gap at 9.8 eV. The maximum force is 5.33 eV/A. The relative energy (zero: lowest compared OMol25 entry of this formula, charge and spin) is 109.0 kcal per mole. The HOMO energy is -13.0 eV.


The following is a quantum chemistry calculation of a structure of composition C13H23F7N2NbO6 at a distorted geometry, from the Open Molecules 2025 dataset.

Each line ends with the Löwdin charge.
Atoms and positions in Å:
C  3.77  3.05  -1.89  -0.003
C  4.72  1.94  -1.74  -0.527
O  5.78  2.02  -1.21  0.139
O  4.32  0.77  -2.34  0.033
C  3.63  -0.12  -1.54  -0.605
O  3.92  -0.23  -0.37  0.073
C  2.61  -0.86  -2.23  -0.232
Nb  0.72  0.32  -2.74  1.460
O  0.61  -0.65  -4.48  -0.455
C  -0.96  1.88  -3.31  -0.513
F  -0.47  3.16  -3.47  -0.028
F  -1.42  1.51  -4.57  -0.018
C  -2.27  2.07  -2.53  -0.410
F  -2.85  3.25  -2.94  0.091
F  -3.16  1.09  -2.80  0.111
C  -2.16  2.22  -0.99  -0.566
F  -2.14  1.04  -0.38  0.137
F  -1.10  2.94  -0.65  0.152
F  -3.26  2.87  -0.53  0.131
H  4.26  3.97  -1.62  0.082
H  2.93  2.89  -1.24  0.075
H  3.39  3.09  -2.90  0.060
H  2.29  -1.62  -1.53  0.065
H  3.02  -1.23  -3.15  0.053
H  1.77  1.63  -3.52  -0.048
H  1.03  1.16  -1.17  -0.083
H  -0.60  -0.71  -1.97  -0.068
H  1.45  -0.53  -4.95  -0.018
C  -0.19  -0.35  1.74  -0.390
O  -0.06  -0.67  0.57  -0.063
N  0.76  -0.39  2.68  -0.185
C  0.46  -0.01  4.04  -0.078
C  2.10  -0.85  2.33  -0.025
H  -1.16  0.01  2.13  0.131
H  1.10  0.82  4.36  0.085
H  0.62  -0.86  4.71  0.081
H  -0.58  0.29  4.11  0.076
H  2.54  -0.22  1.56  0.072
H  2.06  -1.87  1.94  0.093
H  2.72  -0.83  3.22  0.084
C  -1.87  -2.76  2.61  -0.353
O  -1.28  -2.47  3.63  0.005
N  -3.20  -2.69  2.45  -0.190
C  -3.85  -3.02  1.19  -0.051
C  -4.01  -2.25  3.58  -0.044
H  -1.34  -3.09  1.70  0.139
H  -4.39  -2.15  0.80  0.092
H  -4.55  -3.84  1.33  0.085
H  -3.09  -3.31  0.47  0.088
H  -3.72  -1.25  3.89  0.089
H  -3.88  -2.92  4.42  0.089
H  -5.06  -2.24  3.28  0.083

As for the charge: -1. The total energy is -49690.34777 eV. The calculation puts the orbital gap at 8.0 eV. The maximum force is 3.43 eV/A. The HOMO energy is -5.7 eV.


The following is a quantum chemistry calculation of a structure of composition C2H9NO2Si at a distorted geometry, from the Open Molecules 2025 dataset.

Each line ends with the Löwdin charge.
Atoms and positions in Å:
C  -1.12  -1.18  2.15  -0.300
C  0.09  -0.21  -2.47  -0.119
N  0.01  -0.21  2.01  -0.205
O  1.22  0.81  0.26  -0.127
O  1.07  2.48  -1.83  -0.100
Si  0.78  1.03  -1.16  0.609
H  -2.06  -0.85  1.59  0.061
H  -0.91  -2.22  1.94  0.019
H  -1.47  -1.39  3.14  0.018
H  -0.98  -0.17  -2.33  0.020
H  0.19  0.22  -3.43  0.006
H  0.32  -1.36  -2.40  0.097
H  0.75  -0.16  2.78  0.016
H  0.58  0.24  0.84  -0.091
H  1.52  2.96  -1.08  0.098

As for the charge: 0. The total energy is -15681.03853 eV. The calculation puts the orbital gap at 5.5 eV. The maximum force is 5.99 eV/A. The relative energy (zero: lowest compared OMol25 entry of this formula, charge and spin) is 107.6 kcal per mole. The HOMO energy is -6.1 eV.


The following is a quantum chemistry calculation of the ion CH2NO3S with charge -1 at a distorted geometry, from the Open Molecules 2025 dataset.

Each line ends with the Löwdin charge.
Atoms and positions in Å:
C  -1.18  0.64  0.14  -0.537
N  -0.38  -0.34  0.46  -0.106
O  2.07  -1.01  0.91  -0.565
O  -0.96  1.86  0.20  -0.079
O  1.65  -0.30  -1.60  -0.688
S  1.51  0.06  0.16  0.821
H  -2.03  0.32  -0.44  0.099
H  -0.67  -1.24  0.17  0.056

As for the charge: -1. The total energy is -19536.89896 eV. The calculation puts the orbital gap at 8.5 eV. The maximum force is 7.41 eV/A. The relative energy (zero: lowest compared OMol25 entry of this formula, charge and spin) is 46.2 kcal per mole. The HOMO energy is -4.4 eV.


The lowest maximum force belongs to which entry? C2HClNO5